1.
DFT (ωB97M-V/def2-TZVPD) results for C40H52CrFN4S2Si as an isolated structure.

XYZ file:
```
101
Properties=species:S:1:pos:R:3:forces:R:3
Cr -1.182853 -0.442912 0.706918 -0.054 0.283 0.319
S 1.414049 -0.957757 0.092638 0.070 0.206 -0.004
C 1.708600 -0.357900 -1.405821 -0.290 0.099 -0.225
N 2.901145 -0.482619 -2.024454 0.061 -0.029 -0.069
C 3.057995 -0.144168 -3.429144 0.001 0.016 0.073
C 2.301509 1.126776 -3.698394 -0.033 -0.060 0.001
N 0.901754 0.927117 -3.332287 -0.022 0.078 0.125
C -0.088420 1.594781 -4.193044 -0.040 -0.022 0.065
C -0.102120 3.091641 -4.000707 0.001 -0.013 0.000
C 0.746714 3.911007 -4.738406 -0.008 0.003 -0.016
C 0.755227 5.282929 -4.534430 -0.012 -0.008 0.007
C -0.092309 5.846691 -3.591631 0.005 0.012 -0.001
C -0.952987 5.038131 -2.863375 0.007 -0.010 0.009
C -0.960444 3.666536 -3.068445 0.019 -0.002 0.031
C 0.589252 0.331521 -2.178671 0.276 -0.112 -0.069
S -0.978902 0.261582 -1.611020 0.067 -0.100 -0.376
C 4.009653 -1.184515 -1.395793 -0.017 -0.012 -0.010
C 4.076483 -2.659194 -1.730949 0.012 0.013 0.011
C 5.308472 -3.302602 -1.684703 -0.006 -0.010 -0.014
C 5.403986 -4.661600 -1.941061 0.006 -0.009 0.002
C 4.265226 -5.391131 -2.251966 -0.002 0.002 -0.005
C 3.034772 -4.753835 -2.304541 -0.003 -0.005 0.000
C 2.939556 -3.393741 -2.045304 -0.004 0.001 0.022
H 2.699416 -0.958921 -4.067100 0.003 0.011 -0.027
H 4.119029 -0.000758 -3.630679 -0.007 0.004 0.010
H 2.344350 1.382612 -4.755068 -0.016 -0.024 -0.001
H 2.719318 1.960182 -3.126539 0.023 -0.002 -0.028
H -1.063069 1.170911 -3.968323 0.001 -0.023 -0.017
H 0.173109 1.340365 -5.222025 0.013 0.017 0.007
H 1.393001 3.479672 -5.494880 0.006 -0.007 0.002
H 1.416394 5.911006 -5.116743 0.002 0.006 -0.004
H -0.088965 6.916831 -3.431703 0.001 0.003 0.001
H -1.621141 5.473490 -2.132305 -0.009 0.001 0.010
H -1.636089 3.034406 -2.505798 -0.008 -0.005 0.022
H 3.916713 -1.049871 -0.317386 -0.008 0.002 0.003
H 4.929305 -0.694401 -1.722429 0.007 -0.010 0.020
H 6.201085 -2.735605 -1.444651 0.005 0.004 0.001
H 6.368598 -5.150637 -1.900290 0.002 0.000 -0.002
H 4.336587 -6.452120 -2.451563 0.002 -0.003 0.001
H 2.140133 -5.317094 -2.535722 -0.005 0.004 0.002
H 1.968590 -2.915393 -2.065088 -0.014 -0.007 0.000
C 0.298239 3.196029 3.580933 -0.008 -0.009 0.025
Si -0.285960 2.520167 1.915105 0.094 -0.090 -0.003
C 1.292735 2.248009 0.939321 -0.022 0.004 0.012
C -1.223585 3.843066 0.965412 -0.063 0.119 0.017
N -1.250510 1.075956 2.092481 0.077 -0.362 0.240
C -2.237210 1.158782 3.083199 -0.113 0.115 -0.083
C -2.684729 2.366755 3.652005 -0.070 0.047 -0.007
C -3.640499 2.429144 4.654445 -0.022 0.012 -0.002
C -4.226396 1.276685 5.150409 0.017 0.003 0.009
C -3.834435 0.060983 4.611772 -0.043 0.076 0.025
C -2.887254 0.033328 3.615013 0.123 0.047 0.035
F -2.553327 -1.187135 3.142373 0.199 -0.231 -0.243
H 1.369027 3.406649 3.537066 0.017 -0.008 0.006
H 0.129118 2.475249 4.383150 -0.004 -0.011 0.007
H -0.205525 4.120836 3.867563 -0.002 0.001 -0.005
H 1.121030 2.131510 -0.132195 0.001 -0.060 -0.008
H 1.858085 1.392285 1.307500 0.057 0.020 -0.013
H 1.906416 3.142542 1.079764 -0.021 0.036 -0.012
H -0.712682 4.808182 1.028169 0.000 0.012 -0.022
H -2.246283 3.972058 1.325119 0.040 0.028 -0.062
H -1.280785 3.564428 -0.088390 0.007 -0.036 -0.073
H -2.279253 3.301101 3.290761 -0.031 -0.050 0.063
H -3.931654 3.397360 5.041623 0.006 0.009 0.007
H -4.969140 1.317444 5.934672 -0.017 0.002 0.003
H -4.252049 -0.879004 4.947797 0.002 -0.005 -0.009
C 2.688250 -2.681122 2.587089 0.044 -0.032 0.054
N 1.689408 -1.659013 2.803505 -0.033 -0.021 0.058
C 2.131435 -0.671907 3.764301 0.007 0.037 0.028
C 0.387224 -2.200587 3.173408 -0.073 -0.097 0.034
C -0.246055 -3.049542 2.090211 -0.011 -0.010 -0.075
C -0.184159 -4.435845 2.211736 0.033 0.013 0.030
C -0.723297 -5.272705 1.246083 0.006 -0.018 -0.009
C -1.335868 -4.716144 0.134306 0.026 0.015 -0.022
C -1.404534 -3.333742 0.010064 0.025 0.019 -0.019
C -0.879012 -2.469999 0.975166 -0.112 0.118 0.047
H 3.622697 -2.216580 2.263990 -0.001 0.004 -0.007
H 2.362406 -3.369895 1.807658 -0.005 0.004 -0.010
H 2.896052 -3.265813 3.500682 -0.010 0.009 -0.005
H 3.051315 -0.196282 3.416201 0.005 -0.015 -0.008
H 2.329379 -1.106809 4.759475 -0.008 0.000 -0.005
H 1.366156 0.098497 3.875164 0.001 0.007 -0.007
H -0.245394 -1.343793 3.384938 -0.154 0.073 0.034
H 0.454178 -2.790798 4.106533 0.044 -0.004 -0.029
H 0.298186 -4.866952 3.083671 -0.010 0.001 0.007
H -0.666975 -6.347595 1.363990 -0.005 -0.006 0.003
H -1.769725 -5.353773 -0.627078 0.002 -0.006 -0.009
H -1.896116 -2.917571 -0.866405 -0.032 0.001 0.021
C -4.137983 1.367324 -1.069216 0.024 0.017 -0.009
C -3.946094 -0.141251 -0.924552 0.001 0.038 0.023
C -5.294037 -0.858398 -1.008570 -0.050 0.035 0.017
C -3.238615 -0.466517 0.393696 0.103 -0.012 -0.017
H -4.540589 1.636344 -2.049265 -0.008 -0.002 -0.002
H -3.195776 1.902744 -0.923134 -0.010 0.009 0.001
H -4.832673 1.729771 -0.306414 -0.002 -0.006 0.006
H -3.354641 -0.487480 -1.780972 -0.045 -0.063 0.018
H -5.907819 -0.613650 -0.137655 -0.004 0.013 -0.004
H -5.158779 -1.941288 -1.024600 0.005 -0.005 0.017
H -5.850236 -0.570483 -1.905296 0.014 -0.003 -0.011
H -3.466980 -1.493841 0.692964 0.040 -0.058 0.028
H -3.647424 0.190877 1.166139 -0.065 -0.014 0.041
```
Forces are in eV/Å.

The strongest force on any atom comes out at 0.00857 Eh/bohr. The HOMO-LUMO gap (alpha / beta) is 5.6446 / 5.8515 eV. For the LUMO energy (alpha / beta), the calculation gives -1.21 / -1.26 eV. Its expectation value of S² is 3.868. As for the multiplicity: 4.

These are the Mulliken partial charges, in e, on atoms 1 to 8: 0.813, 0.529, -0.537, 0.308, -0.803, -0.606, 0.328, -2.035


2.
DFT (ωB97M-V/def2-TZVPD) results for C29H35N2O4PPt as an isolated structure.

XYZ file:
```
72
Properties=species:S:1:pos:R:3:forces:R:3
Pt -0.924021 -0.777862 -0.430915 0.218 0.265 0.441
O -4.138068 -3.587657 -1.434074 0.003 0.010 0.020
C -3.209653 -2.778837 -0.925745 0.070 0.056 0.021
O -2.351300 -2.268811 -1.619182 -0.054 -0.170 0.036
C -3.311987 -2.558121 0.537811 0.044 -0.043 -0.024
C -4.313051 -3.139257 1.285249 0.031 0.011 0.018
C -4.339076 -2.873155 2.650718 0.017 -0.002 -0.025
C -3.372673 -2.048963 3.178584 -0.008 -0.024 0.017
C -2.380468 -1.495947 2.359511 -0.114 0.206 -0.110
N -2.358147 -1.756904 1.052596 -0.153 -0.031 -0.219
C -1.320182 -0.564962 3.029041 0.434 -0.697 0.220
O -1.538312 -0.372110 4.229746 -0.202 0.264 0.027
O -0.352277 -0.248058 2.319859 -0.020 0.219 -0.142
H -3.977947 -3.650498 -2.387884 0.004 0.002 0.000
H -5.044310 -3.773642 0.807813 -0.008 -0.002 0.007
H -5.107799 -3.301458 3.279825 -0.006 -0.008 -0.003
H -3.330873 -1.782775 4.225072 0.011 0.008 -0.010
C 3.374332 -3.164609 0.993976 0.017 -0.020 -0.003
C 1.889777 -2.807014 1.124387 -0.063 0.006 -0.038
C 1.544405 -2.614830 2.600256 -0.030 0.081 -0.039
P 1.281975 -1.468400 -0.015971 -0.102 -0.018 -0.191
C 2.107400 -1.913110 -1.610948 0.091 0.005 -0.003
C 1.666605 -3.300517 -2.073439 -0.025 -0.005 -0.012
C 1.822106 -0.874280 -2.690184 -0.031 -0.094 -0.006
C 1.986602 0.157205 0.343793 0.084 -0.032 0.021
C 3.270507 0.382788 0.820666 -0.012 -0.002 0.003
C 3.787144 1.664927 0.963719 0.000 0.012 -0.002
C 5.160792 1.891411 1.531988 0.006 0.002 -0.004
C 2.983410 2.733186 0.573393 0.014 -0.016 0.003
C 1.708624 2.538273 0.077978 -0.041 -0.030 0.036
C 1.179128 1.246884 -0.025372 -0.023 0.063 -0.122
N -0.092258 1.004456 -0.533800 -0.168 -0.128 0.204
C -0.941951 2.093851 -0.883856 0.069 0.065 -0.066
C -1.552482 2.909629 0.079481 0.006 -0.038 -0.034
C -1.409088 2.675302 1.555271 0.001 -0.044 0.033
C -2.358190 3.956840 -0.358673 0.010 -0.015 -0.011
C -2.586718 4.210139 -1.702827 0.018 -0.024 -0.005
C -3.487437 5.332277 -2.140010 -0.009 0.003 -0.002
C -1.975030 3.380373 -2.634866 -0.022 0.012 0.004
C -1.156265 2.329451 -2.248822 -0.017 0.028 -0.076
C -0.501831 1.462614 -3.287343 -0.040 0.073 -0.015
H 3.540811 -4.112274 1.510286 0.012 -0.004 -0.005
H 4.003994 -2.424613 1.485972 0.011 0.002 -0.005
H 3.716998 -3.286208 -0.031736 -0.004 0.001 0.012
H 1.311510 -3.661212 0.751081 0.023 0.005 0.015
H 1.849522 -1.635497 2.965526 0.019 0.030 0.011
H 2.060200 -3.384593 3.179488 -0.029 0.016 0.008
H 0.480006 -2.702274 2.785826 -0.131 0.052 0.002
H 3.184725 -1.906467 -1.417762 -0.018 -0.023 -0.016
H 0.577511 -3.337366 -2.167272 -0.005 0.003 -0.005
H 1.975742 -4.093149 -1.391598 0.001 0.003 0.008
H 2.091929 -3.521081 -3.054444 0.009 -0.002 -0.002
H 0.756775 -0.842825 -2.928263 0.169 -0.087 0.048
H 2.367095 -1.137114 -3.599398 0.022 0.008 -0.012
H 2.130924 0.125595 -2.383541 0.009 -0.038 0.008
H 3.898022 -0.457185 1.086841 0.002 -0.005 0.014
H 5.772786 0.992862 1.453306 0.003 -0.002 0.002
H 5.108348 2.164130 2.588186 -0.005 0.000 0.005
H 5.675850 2.698579 1.010137 0.004 0.003 0.002
H 3.366411 3.744047 0.656310 0.003 0.004 0.000
H 1.106006 3.384858 -0.222752 0.005 0.011 -0.005
H -2.169902 1.971734 1.899158 -0.012 -0.036 0.020
H -1.556891 3.608673 2.098770 0.012 -0.006 0.002
H -0.454918 2.242500 1.839303 0.054 -0.047 -0.008
H -2.820777 4.594020 0.387847 -0.006 0.006 0.003
H -3.527104 6.121029 -1.389192 -0.002 0.004 0.001
H -4.507431 4.973827 -2.296381 -0.002 0.002 0.000
H -3.146307 5.769677 -3.078477 0.000 0.004 -0.003
H -2.129465 3.561413 -3.693361 -0.002 0.003 -0.009
H -0.770183 1.799910 -4.287665 -0.002 0.017 -0.015
H -0.809381 0.419319 -3.178595 -0.045 0.093 -0.012
H 0.585782 1.481861 -3.194421 -0.092 0.034 -0.012
```
Forces are in eV/Å.

The strongest force on any atom comes out at 0.01652 Eh/bohr. The HOMO-LUMO gap (alpha / beta) is 6.2976 / 6.7705 eV. For the LUMO energy (alpha / beta), the calculation gives -0.47 / -0.86 eV. Its expectation value of S² is 2.018. As for the multiplicity: 3.

These are the Mulliken partial charges, in e, on atoms 1 to 8: 1.296, -0.468, 0.293, -0.696, 0.479, -0.709, -0.394, -1.216


> Look up the strongest force on any atom of the second one.

0.01652 Eh/bohr